(1)
ORCA calculation (ωB97M-V/def2-TZVPD) on an isolated molecule of C7H9NO at a distorted geometry.

The value obtained for the HOMO energy is -9.74 eV. The SMILES is CC#CC(=O)N1C[C@H]1C. For the energy relative to the best compared isomer or geometry (same formula, charge and spin), the calculation gives 71.0 kcal/mol. The molar mass is 123.2 g mol⁻¹. Its multiplicity is 1. Its charge is 0.

Last column: natural (NBO) charge in e.
Geometry (Å):
C 3.8332 -0.0850 0.1166  -0.70
C 2.3908 0.1355 -0.0585  0.09
C 1.2923 0.5266 -0.3388  -0.14
C -0.0639 0.9324 -0.6097  0.61
O -0.4122 2.0951 -0.5032  -0.55
N -0.9157 -0.0666 -1.0259  -0.41
C -1.1157 -1.3019 -0.3265  -0.24
C -2.1851 -0.2947 -0.4227  -0.04
C -2.6121 0.4762 0.8219  -0.64
H 4.0466 -1.1381 0.3985  0.24
H 4.4136 0.1189 -0.7792  0.25
H 4.2277 0.5541 0.9315  0.24
H -1.1584 -2.1705 -0.9872  0.21
H -0.5169 -1.3889 0.5673  0.21
H -3.0082 -0.4588 -1.1328  0.21
H -3.5889 0.0739 1.1663  0.22
H -2.7712 1.5604 0.5698  0.24
H -1.8559 0.4315 1.6124  0.21

Forces on the atoms, in the same order (eV/Å):
C 0.093 -0.700 1.088
C 0.953 0.447 -0.478
C 0.057 -0.493 0.140
C -0.447 0.924 0.182
O 0.101 -0.455 -0.151
N 0.438 0.605 -0.634
C 0.641 -1.014 -0.685
C -1.569 0.610 0.781
C -0.558 0.780 -0.577
H -0.168 0.590 -0.132
H -0.243 0.151 -0.191
H -0.259 -0.288 -0.439
H 0.105 0.086 0.370
H -0.280 -0.262 0.364
H 0.445 -0.054 0.230
H 0.721 0.153 -0.004
H 0.176 -1.003 0.222
H -0.208 -0.077 -0.088

***

(2)
ORCA calculation (ωB97M-V/def2-TZVPD) on an isolated molecule of C7H9NO at a distorted geometry.

The value obtained for the HOMO energy is -9.96 eV. The SMILES is C=C(C)[C@]1(C#N)O[C@@H]1C. For the energy relative to the best compared isomer or geometry (same formula, charge and spin), the calculation gives 116.9 kcal/mol. The molar mass is 123.2 g mol⁻¹. Its multiplicity is 1. Its charge is 0.

Last column: natural (NBO) charge in e.
Geometry (Å):
C 1.6120 -0.8402 -1.2210  -0.35
C 1.1638 -0.1002 -0.2242  -0.02
C 2.2366 0.2864 0.7097  -0.64
C -0.2665 0.2606 0.0273  0.09
C -0.7991 1.6845 -0.3332  0.26
N -1.1611 2.7496 -0.5768  -0.30
O -0.3783 -0.2185 1.4237  -0.47
C -1.2781 -0.7032 0.2921  0.07
C -1.5177 -2.0662 -0.3022  -0.67
H 0.9661 -1.2865 -1.9135  0.19
H 2.7288 -1.0337 -1.3581  0.21
H 3.2534 0.5567 0.1458  0.23
H 1.9717 1.3230 1.1050  0.22
H 2.4066 -0.5215 1.5533  0.24
H -2.2699 -0.2955 0.5861  0.21
H -0.5135 -2.8015 -0.5400  0.24
H -2.2951 -2.0421 -1.2776  0.26
H -2.0005 -2.5280 0.6550  0.24

Forces on the atoms, in the same order (eV/Å):
C 1.419 -0.266 -0.455
C 1.055 -0.512 -2.011
C 1.988 2.278 1.738
C 0.883 2.264 1.171
C 1.349 -1.512 0.921
N 0.022 -0.457 -0.019
O -1.759 -0.550 -1.935
C -1.326 0.158 0.638
C 0.789 -3.010 0.309
H -0.803 -0.489 -1.176
H -1.803 0.165 0.354
H -2.186 -1.159 1.139
H 0.365 -1.431 0.390
H -0.337 1.962 -1.595
H 0.679 0.096 -0.734
H -2.878 2.453 0.524
H 2.219 0.075 2.939
H 0.325 -0.066 -2.200

***

(3)
ORCA calculation (ωB97M-V/def2-TZVPD) on a structure of composition C7H9NO at a distorted geometry.

The value obtained for the HOMO energy is -9.01 eV. For the energy relative to the best compared isomer or geometry (same formula, charge and spin), the calculation gives 119.4 kcal/mol. The molar mass is 123.2 g mol⁻¹. Its multiplicity is 1. Its charge is 0.

Last column: natural (NBO) charge in e.
Geometry (Å):
C 3.2371 0.1062 0.2949  -0.17
C 1.1808 -0.7175 -0.3153  -0.11
C -0.3441 -0.4069 -0.2397  0.23
C -0.7147 0.9637 -0.2236  -0.25
C -2.0387 1.2940 -0.0618  -0.19
C -2.9718 0.2850 0.0434  -0.23
C -2.4427 -1.0635 0.1181  0.03
H 3.1952 -0.2335 1.4266  0.15
H 3.5797 -0.5441 -0.1202  0.12
H 3.6159 1.1339 0.3010  0.20
H 1.3894 -1.5778 0.2993  0.19
H 1.3529 -1.0894 -1.3295  0.17
H -0.1772 1.7758 -0.0878  0.22
H -2.3070 2.2584 -0.0405  0.20
H -4.2523 0.6286 0.2370  0.22
H -3.0966 -1.8517 0.1481  0.19
N -1.1629 -1.3469 -0.1011  -0.44
O 1.9569 0.3857 -0.3489  -0.53

Forces on the atoms, in the same order (eV/Å):
C -8.565 13.887 10.185
C -2.974 -1.647 -2.996
C 4.249 4.620 0.190
C -2.881 -3.608 0.352
C 0.257 -3.613 -0.495
C -3.010 -1.129 1.304
C -0.655 3.876 -1.406
H -0.580 0.740 -1.917
H 8.135 -12.833 -8.970
H 1.107 -0.805 -0.200
H 0.498 0.167 1.040
H -0.614 -1.014 -0.313
H 3.795 3.115 -0.113
H -1.006 3.480 0.153
H 4.303 -1.560 -0.685
H -1.463 -1.927 0.451
N -2.380 -2.976 0.702
O 1.783 1.227 2.720

***

(4)
ORCA calculation (ωB97M-V/def2-TZVPD) on an isolated molecule of C7H9NO at a distorted geometry.

The value obtained for the HOMO energy is -8.39 eV. The SMILES is CC1=CC(C)=N/C1=C\O. For the energy relative to the best compared isomer or geometry (same formula, charge and spin), the calculation gives 131.2 kcal/mol. The molar mass is 123.2 g mol⁻¹. Its multiplicity is 1. Its charge is 0.

Last column: natural (NBO) charge in e.
Geometry (Å):
C 0.9709 2.3888 -0.0463  -0.66
C 0.4756 1.0251 0.0064  -0.11
C -0.7735 0.6968 0.0788  -0.24
C -1.2029 -0.7560 -0.0448  0.27
C -2.7057 -1.2397 -0.0095  -0.65
N 0.0325 -1.3701 -0.2859  -0.52
C 1.0824 -0.3594 -0.2828  0.01
C 2.3837 -0.9917 -0.0387  0.22
O 2.2200 -2.3922 0.1356  -0.67
H 0.1165 3.1701 0.3873  0.24
H 1.7333 2.6703 0.9158  0.22
H 1.7196 2.9982 -0.8173  0.26
H -1.7803 1.3807 -0.0647  0.19
H -2.6391 -1.9842 -0.7600  0.24
H -2.8820 -1.7594 0.9940  0.24
H -3.3745 -0.4796 -0.2693  0.23
H 3.3248 -0.5009 -0.4759  0.22
H 1.2988 -2.4969 0.5771  0.53

Forces on the atoms, in the same order (eV/Å):
C 2.735 6.176 3.682
C 2.873 -2.367 -2.190
C -9.007 0.295 -0.480
C 5.233 1.846 -0.327
C 4.206 -1.613 1.732
N -3.714 1.460 1.049
C 1.548 -1.477 2.156
C -4.235 -0.458 -2.399
O 0.889 2.599 1.018
H 1.869 -2.042 -1.868
H -1.727 -1.394 -2.069
H -2.542 -2.370 1.071
H 2.997 -0.848 0.935
H -0.750 -1.020 -0.759
H -0.061 0.951 -1.388
H -0.895 1.161 -0.086
H -1.087 -1.323 1.474
H 1.668 0.422 -1.552

***

(5)
ORCA calculation (ωB97M-V/def2-TZVPD) on an isolated molecule of C7H9NO at a distorted geometry.

The value obtained for the HOMO energy is -8.68 eV. The SMILES is [H]/N=C/O/C=C\C=C=CC. For the energy relative to the best compared isomer or geometry (same formula, charge and spin), the calculation gives 100.1 kcal/mol. The molar mass is 123.2 g mol⁻¹. Its multiplicity is 1. Its charge is 0.

Last column: natural (NBO) charge in e.
Geometry (Å):
H -3.3486 -2.1771 -0.0758  0.35
N -2.3832 -2.3240 -0.1761  -0.71
C -1.8073 -1.2325 -0.2724  0.43
O -0.5185 -0.8594 -0.3215  -0.51
C 0.5301 -1.8609 -0.4880  0.13
C 1.7947 -1.4628 -0.4944  -0.26
C 2.1804 -0.0073 -0.2845  -0.31
C 1.3368 0.9916 -0.1124  0.12
C 0.4464 1.9421 -0.1810  -0.27
C -0.2961 2.3527 1.0942  -0.59
H -2.4181 -0.3061 -0.1808  0.13
H 0.1334 -2.7701 -0.6472  0.20
H 2.5252 -2.2475 -0.6785  0.23
H 3.1608 0.2566 -0.1529  0.22
H 0.3424 2.5170 -1.0651  0.22
H -0.4518 3.4040 1.2600  0.21
H 0.1377 1.9259 1.8367  0.20
H -1.3643 1.8578 0.9395  0.19

Forces on the atoms, in the same order (eV/Å):
H -1.445 0.093 0.031
N 2.026 -2.156 -0.304
C -0.974 2.908 0.840
O 1.397 -2.042 -0.404
C -0.695 4.155 0.491
C -0.283 1.293 0.049
C -2.556 -1.333 0.186
C -0.216 -0.258 -1.322
C 0.866 0.398 2.137
C -4.768 0.609 -6.040
H 0.644 -0.145 -0.313
H -0.955 -3.208 -0.432
H 0.109 0.431 0.132
H 2.576 0.143 0.273
H -0.317 0.225 -0.881
H 0.130 0.439 -0.174
H 2.601 -2.645 5.055
H 1.859 1.094 0.677

***

(6)
ORCA calculation (ωB97M-V/def2-TZVPD) on an isolated molecule of C7H9NO2 at a distorted geometry.

The value obtained for the HOMO energy is -8.38 eV. For the energy relative to the best compared isomer or geometry (same formula, charge and spin), the calculation gives 88.4 kcal/mol. The molar mass is 139.2 g mol⁻¹. Its multiplicity is 1. Its charge is 0.

Last column: natural (NBO) charge in e.
Geometry (Å):
C 1.9630 0.3334 0.1603  0.19
C 0.4599 -1.0091 -0.7149  0.16
C -0.3921 1.0476 -0.5093  0.48
C 0.1132 -1.7404 -1.7530  -0.44
C 0.9392 1.5977 0.1437  -0.55
C -1.0698 -0.0100 0.2829  0.29
C -0.7529 -0.2678 1.7247  -0.66
N 1.5944 -0.8304 -0.0847  -0.45
O -0.8744 1.5045 -1.5410  -0.62
O -2.2693 -0.4103 -0.1788  -0.68
H 2.8964 0.4522 0.7136  0.18
H 0.8683 -2.3100 -2.2386  0.21
H -0.8978 -1.8098 -2.0122  0.22
H 0.7960 1.8415 1.1461  0.22
H 1.2302 2.4465 -0.3919  0.24
H -1.1326 0.5039 2.3881  0.22
H 0.3119 -0.1989 1.8609  0.23
H -1.2417 -1.2568 1.9552  0.24
H -2.5419 0.1163 -0.9508  0.51

Forces on the atoms, in the same order (eV/Å):
C -0.478 2.904 1.794
C -4.436 0.022 0.236
C -0.055 0.950 1.116
C 0.915 0.363 1.229
C -0.250 -4.063 -2.046
C 2.261 -0.303 -2.212
C -1.178 -0.746 -0.367
N 2.567 -0.601 -0.262
O 0.113 -0.180 0.426
O -0.274 -0.199 0.378
H 0.073 0.252 -0.365
H 0.337 -0.521 -0.507
H -1.271 0.033 -0.673
H -0.295 0.489 1.770
H 0.799 1.128 -0.948
H -0.578 0.131 -0.025
H 0.300 -0.750 0.202
H 0.935 0.958 0.208
H 0.513 0.133 0.046

***

- Which formula does entry 2 have?
  C7H9NO

***

- Number 6 is which compound?
  C7H9NO2

***

Copy entry 1 word for word.
ORCA calculation (ωB97M-V/def2-TZVPD) on an isolated molecule of C7H9NO at a distorted geometry.

The value obtained for the HOMO energy is -9.74 eV. The SMILES is CC#CC(=O)N1C[C@H]1C. For the energy relative to the best compared isomer or geometry (same formula, charge and spin), the calculation gives 71.0 kcal/mol. The molar mass is 123.2 g mol⁻¹. Its multiplicity is 1. Its charge is 0.

Last column: natural (NBO) charge in e.
Geometry (Å):
C 3.8332 -0.0850 0.1166  -0.70
C 2.3908 0.1355 -0.0585  0.09
C 1.2923 0.5266 -0.3388  -0.14
C -0.0639 0.9324 -0.6097  0.61
O -0.4122 2.0951 -0.5032  -0.55
N -0.9157 -0.0666 -1.0259  -0.41
C -1.1157 -1.3019 -0.3265  -0.24
C -2.1851 -0.2947 -0.4227  -0.04
C -2.6121 0.4762 0.8219  -0.64
H 4.0466 -1.1381 0.3985  0.24
H 4.4136 0.1189 -0.7792  0.25
H 4.2277 0.5541 0.9315  0.24
H -1.1584 -2.1705 -0.9872  0.21
H -0.5169 -1.3889 0.5673  0.21
H -3.0082 -0.4588 -1.1328  0.21
H -3.5889 0.0739 1.1663  0.22
H -2.7712 1.5604 0.5698  0.24
H -1.8559 0.4315 1.6124  0.21

Forces on the atoms, in the same order (eV/Å):
C 0.093 -0.700 1.088
C 0.953 0.447 -0.478
C 0.057 -0.493 0.140
C -0.447 0.924 0.182
O 0.101 -0.455 -0.151
N 0.438 0.605 -0.634
C 0.641 -1.014 -0.685
C -1.569 0.610 0.781
C -0.558 0.780 -0.577
H -0.168 0.590 -0.132
H -0.243 0.151 -0.191
H -0.259 -0.288 -0.439
H 0.105 0.086 0.370
H -0.280 -0.262 0.364
H 0.445 -0.054 0.230
H 0.721 0.153 -0.004
H 0.176 -1.003 0.222
H -0.208 -0.077 -0.088

***

- Which value of charge does entry 1 give?
  0